1.
Computed, not measured: a gas-phase ion, C4H8N (charge +1) in a non-equilibrium geometry, with ωB97M-V/def2-TZVPD.

Positions of all 13 atoms, in Å:
C 0.01 0.12 0.50
C 1.42 -0.17 0.46
C 0.75 0.49 1.73
C -1.09 -0.38 -1.56
N -1.06 0.06 -0.21
H 1.90 0.51 -0.19
H 1.74 -1.15 0.71
H 0.61 1.56 1.74
H 0.85 -0.08 2.63
H -0.21 -0.34 -2.12
H -1.28 -1.43 -1.70
H -1.76 0.28 -2.07
H -1.87 0.53 0.09

Properties
Frontier orbital gap, eV: 11.88
SMILES: C[NH+]=C1CC1
ΔE to the lowest compared entry with this formula, charge and spin, kcal/mol: 27.3
Multiplicity: 1
Net charge: +1

These are the Löwdin partial charges, in e, on atoms 1 to 6:
1 C -0.163
2 C 0.025
3 C 0.043
4 C -0.003
5 N 0.118
6 H 0.123

2.
Computed, not measured: a single C4H8N2 molecule in a non-equilibrium geometry, with ωB97M-V/def2-TZVPD.

Positions of all 14 atoms, in Å:
C -0.45 -1.28 0.49
N 0.56 -0.28 0.18
C 0.60 0.78 1.17
C 0.46 0.20 -1.18
C -0.89 0.65 -1.60
N -1.97 0.94 -1.91
H -0.27 -1.67 1.50
H -0.38 -2.11 -0.22
H -1.48 -0.87 0.45
H -0.34 1.35 1.25
H 1.41 1.48 0.92
H 0.82 0.35 2.15
H 0.77 -0.59 -1.88
H 1.15 1.04 -1.32

Properties
Frontier orbital gap, eV: 10.18
SMILES: CN(C)CC#N
ΔE to the lowest compared entry with this formula, charge and spin, kcal/mol: 17.8
Multiplicity: 1

These are the Löwdin partial charges, in e, on atoms 1 to 6:
1 C -0.106
2 N -0.288
3 C -0.104
4 C -0.204
5 C -0.208
6 N 0.142

3.
Computed, not measured: a single C4H8N2 molecule in a non-equilibrium geometry, with ωB97M-V/def2-TZVPD.

Positions of all 14 atoms, in Å:
C 0.96 -0.61 -0.81
N 0.17 0.45 -0.21
C 0.80 1.06 0.95
C -1.24 0.17 0.01
C -1.71 -1.10 -0.54
N -2.09 -2.14 -0.91
H 2.02 -0.39 -0.66
H 0.78 -0.67 -1.89
H 0.77 -1.61 -0.39
H 0.96 0.36 1.79
H 0.17 1.89 1.31
H 1.76 1.49 0.66
H -1.86 0.99 -0.39
H -1.49 0.10 1.09

Properties
Frontier orbital gap, eV: 9.75
SMILES: CN(C)CC#N
ΔE to the lowest compared entry with this formula, charge and spin, kcal/mol: 24.7
Multiplicity: 1

These are the Löwdin partial charges, in e, on atoms 1 to 6:
1 C -0.105
2 N -0.280
3 C -0.115
4 C -0.191
5 C -0.220
6 N 0.150

4.
Computed, not measured: a single C4H8N2 molecule, with ωB97M-V/def2-TZVPD.

Positions of all 14 atoms, in Å:
C -1.93 -0.11 -0.10
N -1.24 -0.27 1.17
C -0.73 0.69 0.20
C 0.57 0.40 -0.50
C 1.78 0.09 0.29
N 1.05 -0.97 -0.40
H -2.92 0.34 -0.05
H -1.82 -0.91 -0.84
H -0.66 -1.11 1.13
H -0.85 1.73 0.50
H 0.71 0.95 -1.43
H 1.73 0.06 1.37
H 2.74 0.39 -0.13
H 1.57 -1.27 -1.21

Properties
Frontier orbital gap, eV: 10.28
SMILES: C1N[C@H]1[C@H]1CN1
ΔE to the lowest compared entry with this formula, charge and spin, kcal/mol: 48.1
Multiplicity: 1

These are the Löwdin partial charges, in e, on atoms 1 to 6:
1 C -0.150
2 N 0.020
3 C -0.306
4 C -0.292
5 C -0.140
6 N 0.015

5.
Computed, not measured: a single C4H8N2 molecule in a non-equilibrium geometry, with ωB97M-V/def2-TZVPD.

Positions of all 14 atoms, in Å:
C -1.81 0.18 0.09
C -0.53 -0.56 -0.26
C 0.74 -0.01 0.45
N 1.86 -0.78 0.09
C 0.97 1.64 0.16
N 0.86 2.04 -0.93
H -1.73 1.23 -0.21
H -1.99 0.15 1.17
H -2.68 -0.26 -0.41
H -0.62 -1.62 0.05
H -0.40 -0.60 -1.36
H 0.60 0.02 1.51
H 2.01 -0.92 -0.91
H 2.71 -0.48 0.54

Properties
Frontier orbital gap, eV: 10.43
SMILES: CC[C@@H](N)C#N
ΔE to the lowest compared entry with this formula, charge and spin, kcal/mol: 35.4
Multiplicity: 1

These are the Löwdin partial charges, in e, on atoms 1 to 6:
1 C -0.116
2 C -0.237
3 C -0.387
4 N 0.040
5 C -0.132
6 N 0.104

6.
Computed, not measured: a single C4H8N2 molecule in a non-equilibrium geometry, with ωB97M-V/def2-TZVPD.

Positions of all 14 atoms, in Å:
C -0.25 -0.21 1.93
C 0.68 0.31 0.78
C -1.01 -0.50 -1.16
C 0.19 0.12 -1.86
H -0.85 -1.27 1.61
H 0.40 -0.48 2.91
H -1.09 0.68 2.13
H 2.32 1.45 0.32
H -1.15 -1.58 -1.30
H -1.92 0.02 -1.23
H 0.01 1.03 -2.42
H 0.83 -0.66 -2.31
N 1.72 1.05 1.09
N 0.12 0.05 -0.49

Properties
Frontier orbital gap, eV: 9.69
SMILES: [H]/N=C(/C)N1CC1
ΔE to the lowest compared entry with this formula, charge and spin, kcal/mol: 69.3
Multiplicity: 1

These are the Löwdin partial charges, in e, on atoms 1 to 6:
1 C -0.086
2 C -0.447
3 C -0.106
4 C -0.128
5 H 0.113
6 H 0.102

Q: Which formula does entry 6 have?
A: C4H8N2

What did the first record say?
Computed, not measured: a gas-phase ion, C4H8N (charge +1) in a non-equilibrium geometry, with ωB97M-V/def2-TZVPD.

Positions of all 13 atoms, in Å:
C 0.01 0.12 0.50
C 1.42 -0.17 0.46
C 0.75 0.49 1.73
C -1.09 -0.38 -1.56
N -1.06 0.06 -0.21
H 1.90 0.51 -0.19
H 1.74 -1.15 0.71
H 0.61 1.56 1.74
H 0.85 -0.08 2.63
H -0.21 -0.34 -2.12
H -1.28 -1.43 -1.70
H -1.76 0.28 -2.07
H -1.87 0.53 0.09

Properties
Frontier orbital gap, eV: 11.88
SMILES: C[NH+]=C1CC1
ΔE to the lowest compared entry with this formula, charge and spin, kcal/mol: 27.3
Multiplicity: 1
Net charge: +1

These are the Löwdin partial charges, in e, on atoms 1 to 6:
1 C -0.163
2 C 0.025
3 C 0.043
4 C -0.003
5 N 0.118
6 H 0.123

Please write out number 1 again, unchanged.
Computed, not measured: a gas-phase ion, C4H8N (charge +1) in a non-equilibrium geometry, with ωB97M-V/def2-TZVPD.

Positions of all 13 atoms, in Å:
C 0.01 0.12 0.50
C 1.42 -0.17 0.46
C 0.75 0.49 1.73
C -1.09 -0.38 -1.56
N -1.06 0.06 -0.21
H 1.90 0.51 -0.19
H 1.74 -1.15 0.71
H 0.61 1.56 1.74
H 0.85 -0.08 2.63
H -0.21 -0.34 -2.12
H -1.28 -1.43 -1.70
H -1.76 0.28 -2.07
H -1.87 0.53 0.09

Properties
Frontier orbital gap, eV: 11.88
SMILES: C[NH+]=C1CC1
ΔE to the lowest compared entry with this formula, charge and spin, kcal/mol: 27.3
Multiplicity: 1
Net charge: +1

These are the Löwdin partial charges, in e, on atoms 1 to 6:
1 C -0.163
2 C 0.025
3 C 0.043
4 C -0.003
5 N 0.118
6 H 0.123